Entry 1:
A structure of composition C17H29GeN3O7W. Source: the Open Molecules 2025 dataset; level of theory: wB97M-V/def2-TZVPD.

Computed properties:
Energy relative to the best compared isomer or geometry (same formula, charge and spin): 23.91 kcal/mol
HOMO energy: -15.3695 eV
Molar mass: 643.9 u
Net charge: +2

Element x y z (Å)
1 W -0.06 -0.86 1.27
2 O -3.63 -0.36 3.51
3 C -2.44 -0.50 3.04
4 O -2.18 -0.51 1.82
5 C -1.34 -0.64 4.02
6 C -1.39 -0.65 5.39
7 C -0.18 -0.81 6.08
8 C 1.01 -0.99 5.40
9 C 0.98 -0.99 4.01
10 N -0.18 -0.80 3.38
11 C 2.15 -1.26 3.09
12 O 3.24 -1.46 3.52
13 O 1.82 -1.29 1.78
14 H -4.30 -0.29 2.81
15 H -2.33 -0.53 5.92
16 H -0.18 -0.81 7.16
17 H 1.96 -1.14 5.90
18 N -1.20 3.07 1.09
19 N -0.39 2.86 2.22
20 C 0.57 1.91 2.23
21 O 1.42 1.80 3.07
22 O 0.46 0.98 1.22
23 H -0.79 3.80 0.50
24 H -2.11 3.39 1.40
25 H -0.18 3.64 2.83
26 C -0.28 -4.01 1.57
27 O -0.49 -2.62 1.29
28 H -0.83 -4.59 0.83
29 H -0.65 -4.22 2.57
30 H 0.79 -4.22 1.51
31 C -1.40 2.65 -5.52
32 C -1.02 2.65 -4.05
33 C -0.99 1.24 -3.46
34 C -0.62 1.25 -1.98
35 Ge -0.68 -0.51 -1.18
36 C 1.21 -1.40 -0.81
37 C 1.42 -1.50 -2.38
38 C 2.37 -0.43 -2.92
39 C 2.54 -0.55 -4.43
40 H -1.40 3.66 -5.93
41 H -2.39 2.23 -5.67
42 H -0.69 2.06 -6.11
43 H -1.72 3.26 -3.48
44 H -0.03 3.11 -3.91
45 H -0.27 0.63 -4.02
46 H -1.97 0.77 -3.60
47 H -1.28 1.88 -1.39
48 H 0.39 1.63 -1.81
49 H -1.50 -1.55 -1.93
50 H 1.22 -2.40 -0.40
51 H 2.04 -0.83 -0.40
52 H 0.51 -1.53 -2.99
53 H 1.86 -2.48 -2.52
54 H 3.34 -0.55 -2.42
55 H 2.01 0.57 -2.66
56 H 2.92 -1.54 -4.70
57 H 3.25 0.19 -4.80
58 H 1.60 -0.39 -4.96

=====

Entry 2:
An isolated molecule of C23H34N4O2. Source: the Open Molecules 2025 dataset; level of theory: wB97M-V/def2-TZVPD.

Computed properties:
Energy relative to the best compared isomer or geometry (same formula, charge and spin): 28.58 kcal/mol
HOMO energy: -7.7832 eV
Molar mass: 398.6 u
SMILES: CC(C)/C=C/C(=O)N1CCC(N2CCC(C(=O)NCc3ccccn3)CC2)CC1

Element x y z (Å)
1 C -6.89 -0.71 -0.88
2 C -6.10 -0.44 -2.16
3 C -5.45 -1.73 -2.67
4 C -5.05 0.61 -2.01
5 C -4.71 1.26 -0.90
6 C -3.66 2.32 -0.95
7 O -3.49 3.00 -1.95
8 N -2.95 2.53 0.19
9 C -1.94 3.57 0.20
10 C -0.54 2.98 0.16
11 C -0.33 2.01 1.33
12 N 1.04 1.57 1.39
13 C 1.64 1.33 2.68
14 C 1.49 -0.11 3.20
15 C 2.02 -1.12 2.18
16 C 3.54 -1.07 2.07
17 O 4.24 -0.23 2.60
18 N 4.05 -2.10 1.37
19 C 5.42 -2.11 0.93
20 C 5.51 -2.12 -0.58
21 C 6.72 -1.91 -1.23
22 C 6.74 -1.93 -2.62
23 C 5.56 -2.16 -3.30
24 C 4.41 -2.36 -2.56
25 N 4.38 -2.34 -1.24
26 C 1.37 -0.85 0.81
27 C 1.52 0.62 0.40
28 C -1.43 0.93 1.26
29 C -2.81 1.60 1.28
30 H -7.37 0.20 -0.53
31 H -6.24 -1.09 -0.10
32 H -7.67 -1.45 -1.07
33 H -6.80 -0.09 -2.93
34 H -6.21 -2.49 -2.84
35 H -4.92 -1.55 -3.59
36 H -4.75 -2.11 -1.93
37 H -4.50 0.84 -2.92
38 H -5.22 1.11 0.03
39 H -2.07 4.16 1.12
40 H -2.12 4.21 -0.67
41 H -0.41 2.45 -0.79
42 H 0.21 3.77 0.21
43 H -0.50 2.58 2.26
44 H 2.71 1.54 2.59
45 H 1.22 2.03 3.40
46 H 2.05 -0.20 4.13
47 H 0.43 -0.32 3.40
48 H 1.76 -2.13 2.50
49 H 3.44 -2.68 0.82
50 H 5.95 -2.99 1.32
51 H 5.91 -1.22 1.34
52 H 7.62 -1.73 -0.66
53 H 7.67 -1.77 -3.15
54 H 5.53 -2.19 -4.38
55 H 3.45 -2.55 -3.04
56 H 1.83 -1.47 0.03
57 H 0.31 -1.12 0.87
58 H 2.59 0.83 0.26
59 H 1.02 0.80 -0.54
60 H -1.33 0.37 0.32
61 H -1.35 0.24 2.10
62 H -3.58 0.83 1.23
63 H -2.93 2.15 2.22

=====

> HOMO energy of number 1 (C17H29GeN3O7W)?

-15.3695 eV